[1]
The following is a quantum chemistry calculation of a cluster of 2 separate species, CH6OSi in total in a non-equilibrium geometry, from the Open Molecules 2025 dataset.

```
9
CH6OSi ωB97M-V with the def2-TZVPD basis set
Si -1.06754 0.40498 -0.12245
O 1.91734 0.21289 0.46545
C 0.27598 -0.95185 -0.39547
H -1.22890 1.08929 -1.43804
H 1.49289 0.65717 1.17641
H 0.19936 -1.79019 0.19877
H 0.94352 -0.90612 -1.27940
H -0.32419 1.29922 0.76666
H -2.20845 -0.01539 0.62808
```

Computed properties:
- Relative energy (zero: lowest compared OMol25 entry of this formula, charge and spin): 109.95 kcal per mole
- DFT total energy: -11055.228 eV

And the natural (NBO) charges, in e, turn out to be: 0.831, -0.825, -0.420, -0.140, 0.434, 0.189, 0.244, -0.157, -0.157

***

[2]
The following is a quantum chemistry calculation of a cluster of 2 separate species, CH6OSi2 in total in a non-equilibrium geometry, from the Open Molecules 2025 dataset.

```
10
CH6OSi2 ωB97M-V with the def2-TZVPD basis set
Si -1.55950 -1.03690 -0.05852
Si 2.88803 0.32418 -0.08327
O 3.11810 -1.08016 0.27944
C -2.15163 0.59662 0.29634
H 3.69227 1.62291 0.41557
H -1.48313 1.55610 0.36838
H -2.84469 0.69021 1.04509
H 1.78269 0.68508 -1.05431
H -2.68771 -1.96618 -0.00382
H -0.75443 -1.39186 -1.20489
```

Computed properties:
- Relative energy (zero: lowest compared OMol25 entry of this formula, charge and spin): 95.93 kcal per mole
- DFT total energy: -18933.128 eV
- SMILES: C=[SiH2].O=[SiH2]

And the natural (NBO) charges, in e, turn out to be: 0.890, 1.599, -1.152, -0.978, -0.217, 0.221, 0.199, -0.231, -0.171, -0.160

***

[3]
The following is a quantum chemistry calculation of a cluster of 2 separate species, CH6P2 in total in a non-equilibrium geometry, from the Open Molecules 2025 dataset.

```
9
CH6P2 ωB97M-V with the def2-TZVPD basis set
P 1.50252 0.52603 0.20001
P -1.52825 0.65940 -0.17467
C -0.02694 -0.33197 -0.27658
H -1.48272 0.91820 1.18628
H 0.01936 -1.29345 1.44052
H 0.00504 -1.11475 -1.02152
H 2.36352 -0.39149 -0.41245
H 1.59237 1.40587 -0.88414
H -2.44491 -0.37785 -0.05743
```

Computed properties:
- Relative energy (zero: lowest compared OMol25 entry of this formula, charge and spin): 81.49 kcal per mole
- DFT total energy: -19707.288 eV

And the natural (NBO) charges, in e, turn out to be: 0.337, 0.338, -0.825, -0.009, 0.029, 0.220, -0.021, -0.053, -0.015

***

[4]
The following is a quantum chemistry calculation of an isolated molecule of CH6P2S in a non-equilibrium geometry, from the Open Molecules 2025 dataset.

```
10
CH6P2S ωB97M-V with the def2-TZVPD basis set
S 2.54558 2.07369 0.35395
P 1.03101 1.43689 -0.56716
P -0.29900 -0.14656 0.41702
C 0.53781 -1.51902 0.77288
H 1.14898 0.68048 -1.74379
H 0.38530 -1.89354 1.75305
H -1.53127 0.46067 -0.32374
H -0.17145 0.65475 1.51319
H 0.55605 -2.35521 0.09167
H 0.00189 2.15626 -0.92769
```

Computed properties:
- Relative energy (zero: lowest compared OMol25 entry of this formula, charge and spin): 57.28 kcal per mole
- DFT total energy: -30540.619 eV
- Expectation value of S²: 2.010
- Spin multiplicity: 3

And the natural (NBO) charges, in e, turn out to be: -0.495, 0.600, 0.353, -0.692, -0.040, 0.201, -0.090, -0.015, 0.211, -0.034

***

[5]
The following is a quantum chemistry calculation of a cluster of 2 separate species, CH6S in total in a non-equilibrium geometry, from the Open Molecules 2025 dataset.

```
8
CH6S ωB97M-V with the def2-TZVPD basis set
S -2.47916 -0.45978 -0.14186
C 1.40833 -0.03611 -0.11860
H 0.96310 -0.85754 0.65775
H 2.09678 0.49609 0.51799
H -2.88437 0.36388 0.92339
H -1.56572 0.41638 -0.55085
H 0.51876 0.54036 -0.34677
H 1.94229 -0.46329 -0.94105
```

Computed properties:
- Relative energy (zero: lowest compared OMol25 entry of this formula, charge and spin): 9.26 kcal per mole
- DFT total energy: -11968.954 eV
- SMILES: C.S

And the natural (NBO) charges, in e, turn out to be: -0.289, -0.845, 0.213, 0.214, 0.156, 0.134, 0.201, 0.217

***

[6]
The following is a quantum chemistry calculation of an isolated molecule of CH6S2Si in a non-equilibrium geometry, from the Open Molecules 2025 dataset.

```
10
CH6S2Si ωB97M-V with the def2-TZVPD basis set
S 1.93473 -1.43720 -0.04077
S -1.89958 1.27024 -0.38012
Si 0.48564 -0.24556 0.92859
C -0.39988 0.25447 -0.63952
H -0.02530 -1.15444 2.00710
H -1.13742 2.38438 -0.09135
H 1.93681 -0.83482 -1.23594
H 0.14926 1.11888 -0.98967
H -0.57216 -0.67316 -1.21899
H 0.93037 1.08622 1.29428
```

Computed properties:
- Relative energy (zero: lowest compared OMol25 entry of this formula, charge and spin): 7.05 kcal per mole
- DFT total energy: -30681.953 eV
- SMILES: SC[SiH2]S

And the natural (NBO) charges, in e, turn out to be: -0.448, -0.042, 1.010, -0.993, -0.131, 0.119, 0.154, 0.257, 0.258, -0.185

***

[7]
The following is a quantum chemistry calculation of a cluster of 2 separate species, CH6S3 in total in a non-equilibrium geometry, from the Open Molecules 2025 dataset.

```
10
CH6S3 ωB97M-V with the def2-TZVPD basis set
S 1.58894 -0.20905 -0.40082
S -3.13825 1.85926 1.17010
S -4.67577 0.90033 0.09804
C 2.72411 -1.44353 0.19803
H 2.26935 -2.20373 0.85627
H -4.20882 1.33747 -1.09308
H -3.29915 3.03393 0.53298
H 3.48989 -1.02269 0.87960
H 3.19579 -2.05474 -0.56383
H 2.05390 -0.19725 -1.67729
```

Computed properties:
- Relative energy (zero: lowest compared OMol25 entry of this formula, charge and spin): 12.60 kcal per mole
- DFT total energy: -33639.349 eV
- SMILES: CS.SS

And the natural (NBO) charges, in e, turn out to be: -0.023, -0.129, -0.133, -0.768, 0.223, 0.133, 0.130, 0.214, 0.229, 0.125

***

[8]
The following is a quantum chemistry calculation of a cluster of 2 separate species, CH7IN3 in total in a non-equilibrium geometry, from the Open Molecules 2025 dataset.

```
12
CH7IN3 ωB97M-V with the def2-TZVPD basis set
I -1.66757 1.77118 0.71220
N -0.61841 -1.22487 0.40434
N 1.17575 0.16514 0.78366
N 0.61035 -0.42410 -1.36548
C 0.34761 -0.43740 -0.06396
H -2.09966 3.03370 -0.11693
H 0.95766 0.20722 1.76674
H -1.26182 -1.68082 -0.22161
H -0.88270 -1.20311 1.37684
H 1.93341 0.74338 0.46052
H 1.43220 0.03124 -1.72611
H 0.07316 -0.98156 -2.01022
```

Computed properties:
- Relative energy (zero: lowest compared OMol25 entry of this formula, charge and spin): 6.24 kcal per mole
- DFT total energy: -13715.791 eV
- Total charge: +1

And the natural (NBO) charges, in e, turn out to be: -0.131, -0.759, -0.753, -0.752, 0.687, 0.139, 0.426, 0.430, 0.425, 0.430, 0.429, 0.429

***

[9]
The following is a quantum chemistry calculation of a cluster of 2 separate species, CH7N2 in total in a non-equilibrium geometry, from the Open Molecules 2025 dataset.

```
10
CH7N2 ωB97M-V with the def2-TZVPD basis set
N -0.88154 0.23861 1.04400
N 1.00213 -0.80938 -0.45350
C -1.20464 1.09500 0.16784
H -0.92653 0.94875 -0.88163
H 1.89241 -0.20633 -0.10943
H 0.70541 -0.59150 -1.33272
H -1.55861 2.08510 0.31680
H -0.99388 0.60906 2.00704
H 0.32820 -0.67137 0.40448
H 1.11274 -1.81140 -0.35847
```

Computed properties:
- Relative energy (zero: lowest compared OMol25 entry of this formula, charge and spin): 5.36 kcal per mole
- DFT total energy: -4117.853 eV
- Total charge: +1
- Expectation value of S²: 2.005
- Spin multiplicity: 3

And the natural (NBO) charges, in e, turn out to be: -0.488, -0.873, -0.414, 0.216, 0.481, 0.440, 0.301, 0.436, 0.449, 0.451

***

[10]
The following is a quantum chemistry calculation of a cluster of 2 separate species, CH7N2O in total in a non-equilibrium geometry, from the Open Molecules 2025 dataset.

```
11
CH7N2O ωB97M-V with the def2-TZVPD basis set
O -1.24828 0.26880 -1.46971
N -0.55970 -0.49714 0.71773
N 2.78009 -0.01474 0.62326
C -1.44604 0.35691 -0.17634
H 2.70795 -0.43614 -0.27978
H 2.66184 -0.75039 1.32152
H -2.48110 0.10082 0.13545
H -1.23172 1.36726 0.27086
H -0.29107 -1.43844 0.46141
H 1.93655 0.51318 0.72201
H -0.00131 -0.05978 1.42675
```

Computed properties:
- Relative energy (zero: lowest compared OMol25 entry of this formula, charge and spin): 18.24 kcal per mole
- DFT total energy: -6177.547 eV
- Total charge: -1

And the natural (NBO) charges, in e, turn out to be: -0.925, -0.979, -1.079, 0.159, 0.361, 0.342, 0.046, 0.031, 0.345, 0.372, 0.328

***

[11]
The following is a quantum chemistry calculation of a cluster of 2 separate species, CH7N2O in total in a non-equilibrium geometry, from the Open Molecules 2025 dataset.

```
11
CH7N2O ωB97M-V with the def2-TZVPD basis set
O -1.35549 -0.85570 0.09971
N -0.79106 1.45827 -0.36650
N 2.38675 -1.02626 0.62983
C -1.60855 0.11628 -0.71443
H 0.08126 1.11695 -0.37859
H -2.77887 0.54114 -0.79144
H 2.30018 -1.83297 1.09324
H -0.94555 1.71289 0.63660
H 2.60649 -0.34034 1.32262
H 1.42559 -0.89910 0.23619
H -1.32076 0.00885 -1.76722
```

Computed properties:
- Relative energy (zero: lowest compared OMol25 entry of this formula, charge and spin): 20.99 kcal per mole
- DFT total energy: -6177.427 eV
- Total charge: -1

And the natural (NBO) charges, in e, turn out to be: -0.916, -0.944, -1.087, 0.179, 0.313, -0.002, 0.336, 0.316, 0.342, 0.400, 0.063

***

[12]
The following is a quantum chemistry calculation of a cluster of 2 separate species, CH7N2O2 in total in a non-equilibrium geometry, from the Open Molecules 2025 dataset.

```
12
CH7N2O2 ωB97M-V with the def2-TZVPD basis set
O 1.73443 0.71346 0.31501
O 3.54427 -0.57758 0.10402
N 0.45005 1.07335 -0.02088
N -1.82360 -0.37775 0.10805
C 2.33267 -0.29308 -0.17726
H -2.06200 -0.97613 -0.67292
H -0.36223 0.35283 0.00960
H 0.24575 1.91886 0.50382
H 1.82133 -1.00793 -0.82720
H -2.45414 0.41739 0.07063
H -2.01902 -0.88403 0.96416
H 4.02333 0.03925 0.69224
```

Computed properties:
- Relative energy (zero: lowest compared OMol25 entry of this formula, charge and spin): 94.42 kcal per mole
- DFT total energy: -8216.411 eV
- Total charge: +1

And the natural (NBO) charges, in e, turn out to be: -0.251, -0.562, -0.538, -1.065, 0.695, 0.394, 0.412, 0.383, 0.205, 0.392, 0.394, 0.543